1.
This record from OMol25 describes a structure of composition C24H47BrClINO7P2Sn. The level of theory is ωB97M-V/def2-TZVPD.

Each line ends with the Mulliken charge.
CARTESIAN COORDINATES (ANGSTROEM)
C1 0.515 1.212 6.705  -1.728
C2 0.719 0.136 5.623  0.664
C3 2.207 -0.344 5.567  -1.156
C4 0.194 0.588 4.216  -0.370
C5 -0.490 -0.654 3.552  -1.603
P1 -1.190 -0.215 1.834  2.593
C6 -2.503 -1.587 1.948  -0.895
C7 -1.991 -2.936 2.508  -0.652
C8 -2.858 -4.139 2.064  -0.798
Br1 -3.059 -5.424 3.560  -0.188
P2 -2.902 1.149 2.564  -0.091
O1 -3.102 0.940 4.185  -0.350
Cl1 -2.133 3.112 2.335  -0.281
O2 0.063 -1.129 1.088  -0.188
C9 0.149 -1.026 -0.301  -0.913
I1 -0.806 -2.940 -0.921  0.057
C10 1.573 -1.175 -0.880  0.787
C11 1.668 -1.647 -2.362  -1.444
C12 2.889 -1.016 -3.134  -0.722
C13 2.427 -0.224 -4.400  -0.471
C14 3.137 1.155 -4.522  0.721
N1 3.062 1.683 -5.887  -0.676
C15 -0.663 0.268 -0.645  1.083
C16 -1.463 0.208 -2.026  -0.756
C17 -2.905 -0.336 -1.914  0.290
C18 -3.318 -0.839 -3.338  -0.969
C19 -3.639 0.328 -4.298  -0.539
O3 -3.238 -0.068 -5.633  -0.358
C20 -2.277 0.723 -6.144  0.137
O4 -1.461 0.278 -6.840  -0.416
C21 0.109 1.616 -0.740  -0.951
C22 1.214 1.838 0.376  -0.172
C23 2.572 2.443 -0.193  0.451
C24 3.819 1.918 0.555  -0.137
O5 4.457 2.621 1.194  -0.410
O6 4.182 0.603 0.427  -0.464
O7 -1.692 0.419 0.280  -0.433
H1 0.750 0.741 7.674  0.449
H2 -0.522 1.562 6.777  0.402
H3 1.231 2.041 6.606  0.375
H4 0.091 -0.718 5.912  0.312
H5 2.763 0.168 6.358  0.449
H6 2.217 -1.432 5.698  0.248
H7 2.634 -0.113 4.582  0.160
H8 -0.572 1.348 4.433  0.323
H9 1.002 0.976 3.580  -0.026
H10 0.314 -1.400 3.466  0.456
H11 -1.250 -0.987 4.268  0.571
H12 -0.416 1.009 2.017  -0.658
H13 -3.321 -1.263 2.610  0.571
H14 -2.924 -1.785 0.951  0.025
H15 -0.947 -3.167 2.275  0.301
H16 -2.059 -2.895 3.601  0.464
H17 -2.361 -4.716 1.284  0.331
H18 -3.876 -3.857 1.790  0.439
H19 -3.986 1.281 4.406  0.398
H20 2.191 -0.271 -0.777  -1.074
H21 2.057 -1.950 -0.267  0.726
H22 1.850 -2.724 -2.344  0.620
H23 0.783 -1.436 -2.965  0.447
H24 3.493 -0.370 -2.480  0.430
H25 3.476 -1.851 -3.530  0.360
H26 2.545 -0.810 -5.318  0.409
H27 1.350 0.015 -4.354  0.081
H28 2.518 1.843 -3.889  -0.986
H29 4.156 1.086 -4.114  0.449
H30 3.981 1.657 -6.320  0.256
H31 2.779 2.658 -5.878  0.206
H32 -0.888 -0.288 -2.819  -0.110
H33 -1.560 1.265 -2.336  0.430
H34 -3.606 0.471 -1.665  0.316
H35 -3.018 -1.161 -1.213  -0.360
H36 -4.156 -1.539 -3.263  0.455
H37 -2.451 -1.351 -3.779  0.265
H38 -3.193 1.282 -3.986  0.372
H39 -4.728 0.457 -4.347  0.344
H40 -2.246 1.816 -5.963  0.396
H41 0.522 1.750 -1.791  0.072
H42 -0.633 2.415 -0.604  0.838
H43 0.905 2.551 1.153  0.733
H44 1.490 0.914 0.894  -0.162
H45 2.544 3.582 -0.163  0.273
H46 2.728 2.086 -1.288  0.030
H47 3.454 0.086 0.823  0.399
Sn1 1.620 3.489 -2.107  0.545

Results
Energy: -5752.49119 hartree
Lowest unoccupied orbital energy: -0.26446 Eh
Net charge: +1
Frontier orbital gap: 2.40 eV


2.
This record from OMol25 describes a structure of composition C10H21InO10. The level of theory is ωB97M-V/def2-TZVPD.

Each line ends with the Mulliken charge.
CARTESIAN COORDINATES (ANGSTROEM)
In1 0.588 -0.568 -1.545  1.455
C1 -0.884 1.764 1.339  -0.320
O1 -0.188 1.379 0.320  -0.136
H1 -1.753 2.411 1.046  0.323
H2 -1.463 0.894 1.782  0.188
H3 -0.272 2.244 2.109  0.333
C2 1.908 3.497 -1.752  -0.239
O2 1.663 3.618 -3.149  -0.301
C3 1.254 2.563 -3.821  0.796
O3 1.118 1.436 -3.360  -0.617
O4 1.087 2.896 -5.062  -0.294
C4 0.734 1.856 -5.984  -0.625
H4 1.590 4.431 -1.292  0.303
H5 2.976 3.354 -1.603  0.310
H6 1.332 2.724 -1.232  -0.148
H7 0.654 2.218 -7.000  0.240
H8 -0.208 1.401 -5.676  0.278
H9 1.496 1.074 -5.969  0.297
C5 -4.432 0.023 -0.529  -0.662
O5 -3.200 -0.651 -0.885  -0.285
C6 -2.453 -1.209 0.027  0.953
O6 -1.408 -1.779 -0.265  -0.632
O7 -2.895 -1.084 1.256  -0.324
C7 -2.396 -1.964 2.275  -0.419
H10 -4.202 1.080 -0.375  0.275
H11 -4.933 -0.467 0.290  0.345
H12 -5.011 0.074 -1.449  0.262
H13 -3.120 -1.946 3.084  0.277
H14 -1.417 -1.641 2.622  0.005
H15 -2.326 -2.998 1.940  0.365
C8 1.397 -1.342 4.449  -0.702
O8 1.007 -1.182 3.076  -0.298
C9 1.631 -1.786 2.084  0.656
O9 1.385 -1.491 0.930  -0.423
O10 2.496 -2.669 2.498  -0.342
C10 3.289 -3.405 1.550  -0.656
H16 2.356 -0.850 4.611  0.327
H17 1.534 -2.376 4.758  0.336
H18 0.618 -0.880 5.044  0.255
H19 3.964 -4.033 2.110  0.248
H20 3.849 -2.710 0.915  0.298
H21 2.637 -3.905 0.834  0.297

Results
Energy: -1335.39115 hartree
Lowest unoccupied orbital energy: -0.45965 Eh
Net charge: +2
Relative energy (zero: lowest compared OMol25 entry of this formula, charge and spin): 0.0 kcal/mol
Frontier orbital gap: 4.23 eV


3.
This record from OMol25 describes a structure of composition CH5Cl2N2OP. The level of theory is ωB97M-V/def2-TZVPD.

Each line ends with the Mulliken charge.
CARTESIAN COORDINATES (ANGSTROEM)
C1 1.208 -0.169 -0.581  -0.148
N1 -1.166 -1.278 0.371  -0.402
N2 -1.058 1.236 -0.013  -0.650
O1 0.424 0.184 2.010  -0.648
P1 -0.180 0.021 0.620  0.758
Cl1 2.295 -1.520 -0.190  -0.146
Cl2 2.041 1.373 -0.397  -0.144
H1 1.116 -0.283 -1.639  0.355
H2 -1.738 -0.946 -0.483  0.255
H3 -1.259 -2.149 0.707  0.179
H4 -0.822 2.098 0.520  0.315
H5 -0.860 1.431 -0.926  0.277

Results
Energy: -1487.63690 hartree
Lowest unoccupied orbital energy: 0.01806 Eh
Net charge: 0
Relative energy (zero: lowest compared OMol25 entry of this formula, charge and spin): 0.0 kcal/mol
Frontier orbital gap: 10.91 eV


4.
This record from OMol25 describes the ion C3H5O2S with charge -1. The level of theory is ωB97M-V/def2-TZVPD.

Each line ends with the Mulliken charge.
CARTESIAN COORDINATES (ANGSTROEM)
O1 -0.137 1.824 2.028  -0.738
C1 -0.583 1.199 1.037  0.427
O2 -1.355 1.575 0.134  -0.710
C2 -0.019 -0.257 0.861  -0.344
C3 0.840 -0.338 -0.391  -0.593
S1 0.484 -1.683 -1.619  -0.293
H1 -0.875 -0.937 0.846  0.264
H2 0.507 -0.552 1.772  0.274
H3 1.894 -0.300 -0.140  0.353
H4 0.582 0.511 -1.019  0.283
H5 0.932 -2.801 -1.018  0.077

Results
SMILES: O=C([O-])CCS
Energy: -666.03590 hartree
Lowest unoccupied orbital energy: 0.11823 Eh
Net charge: -1
Relative energy (zero: lowest compared OMol25 entry of this formula, charge and spin): 6.2 kcal/mol
Frontier orbital gap: 7.27 eV